[1]
Molecular formula: C3H2F4
Method: DFT, ωB97M-V/def2-TZVPD

Results
**HOMO-LUMO gap**: 10.97 eV
**Energy above the lowest of the compared OMol25 structures with the same formula, charge and spin**: 22.1 kcal per mole
**HOMO energy**: -10.26 eV
**E_LUMO**: 0.71 eV

XYZ file:
```
9
Properties=species:S:1:pos:R:3:forces:R:3
F -1.55168 -1.01281 0.10468 0.8 0.1 -0.4
F 0.95435 -1.25527 1.53150 -0.1 0.0 -0.4
F -1.02359 0.14289 -2.35302 0.1 0.6 -0.3
F 1.44897 0.72047 0.68518 -0.1 -0.2 0.3
C -0.22882 0.38635 -1.32228 -0.8 -2.3 2.8
C 0.41480 -0.11072 1.03265 0.9 0.2 -0.1
C -0.43254 -0.29127 -0.15408 -0.6 0.8 -2.1
H -0.15363 0.32752 1.81464 -0.4 0.6 1.0
H 0.57214 1.09285 -1.33928 0.3 0.2 -0.9
```
Forces are in eV/Å.

=====

[2]
Molecular formula: C4H11N3O2
Method: DFT, ωB97M-V/def2-TZVPD

Results
**HOMO-LUMO gap**: 9.45 eV
**Energy above the lowest of the compared OMol25 structures with the same formula, charge and spin**: 41.1 kcal per mole
**HOMO energy**: -8.97 eV
**E_LUMO**: 0.48 eV

XYZ file:
```
20
Properties=species:S:1:pos:R:3:forces:R:3
O 2.40836 2.29898 0.74824 -0.5 0.5 0.6
O 1.52988 4.36813 0.36921 -0.7 -0.6 0.7
N -1.85007 -3.34751 -0.31700 0.1 -0.4 -1.2
N -2.36001 -2.81509 2.00940 -1.0 -1.5 0.1
N -0.95178 -1.51156 0.74753 -1.3 -1.0 -1.0
C 2.08345 2.99536 -1.51565 -1.1 -1.3 0.4
C -0.22268 -1.24365 -0.46928 1.2 0.2 -0.9
C -1.83831 -2.64040 0.70991 2.1 1.1 2.4
C 1.96395 3.12949 0.01586 1.8 -0.4 -1.8
H 2.94374 3.50736 -1.90210 0.5 0.4 0.1
H 2.19433 1.91168 -1.79182 -0.4 1.1 0.2
H 1.19383 3.47652 -1.94613 0.2 -0.5 -0.4
H -2.09508 -4.31671 -0.43071 -0.7 0.1 0.8
H -0.64805 -0.54113 -1.21694 -0.5 -0.5 0.5
H 0.78035 4.52697 -0.21950 0.2 0.6 0.0
H -2.53806 -3.76900 2.30561 -0.3 0.0 -0.8
H 0.70237 -0.74671 -0.15988 0.2 -0.2 -0.1
H -2.00907 -2.37909 2.84933 0.6 0.7 -0.8
H -1.30816 -0.70653 1.23609 0.0 0.1 0.0
H 0.02103 -2.19714 -1.02218 -0.3 1.1 0.9
```
Forces are in eV/Å.

=====

[3]
Molecular formula: H26O13
Method: DFT, ωB97M-V/def2-TZVPD

Results
**HOMO-LUMO gap**: 9.19 eV
**Energy above the lowest of the compared OMol25 structures with the same formula, charge and spin**: 118.7 kcal per mole
**HOMO energy**: -9.36 eV
**E_LUMO**: -0.17 eV

XYZ file:
```
39
Properties=species:S:1:pos:R:3:forces:R:3
O -0.21950 4.06840 2.07197 0.2 -0.3 0.5
O -3.72317 0.78090 -1.02512 -0.5 0.0 -0.9
O -1.08349 4.55940 -0.37700 -0.2 -0.2 -0.7
O -1.51990 -2.79867 -2.54630 -1.2 -0.5 0.9
O -0.03742 0.61074 0.26294 1.3 0.2 0.1
O 2.72563 -2.50575 1.28259 0.5 -0.2 0.3
O -2.15744 0.66460 0.91932 -1.9 -0.1 1.7
O 0.05970 -1.46882 -3.67475 1.0 1.4 -0.9
O 0.93924 -3.14459 3.51188 0.1 -0.1 0.1
O 0.86320 2.75956 -3.33384 0.1 0.1 -0.1
O 0.35063 -3.34806 0.31118 -0.4 -0.2 0.1
O 1.75561 -0.32493 -1.12046 0.8 -0.5 -0.7
O 1.92174 0.47303 3.74623 0.0 0.0 -0.2
H 0.74411 3.69126 -3.11763 -0.1 -0.1 0.1
H -0.05314 3.23471 1.61779 0.0 -0.1 0.1
H 0.24168 -1.69398 -4.59409 0.1 -0.1 0.1
H -2.07209 -0.09992 1.50002 0.0 0.1 0.1
H -0.35931 0.04371 -0.44688 0.2 0.3 0.2
H 1.49371 2.76671 -4.06281 -0.1 0.0 0.1
H 1.38934 -3.23069 4.35980 -0.1 0.0 0.0
H -0.41723 -3.38114 0.89281 -0.1 -0.1 -0.2
H 1.39247 -3.77495 2.94071 -0.1 0.1 0.2
H 1.10224 -3.35333 0.91453 0.0 0.5 -0.4
H -0.80353 -1.04111 -3.70451 0.3 0.1 -0.3
H -0.79379 -2.20938 -2.31287 -0.1 -0.7 0.0
H 1.21719 -1.12430 -1.11085 0.3 -0.2 0.0
H -0.93250 3.86225 2.68689 0.1 0.1 -0.1
H 1.62338 0.03627 -2.00422 0.1 0.0 0.0
H 0.06615 0.01299 1.01191 0.2 0.1 -0.2
H -1.70849 3.95868 -0.79831 0.0 0.1 -0.1
H -3.75620 0.18310 -0.26978 0.2 0.3 -0.2
H 2.02216 1.02479 2.96235 0.0 0.0 0.1
H -2.21317 -2.20517 -2.85635 -0.2 -0.2 0.2
H 1.96290 -0.42775 3.40581 0.0 -0.1 0.0
H -2.85541 1.19509 -0.95862 -0.2 -0.3 0.2
H 3.04849 -3.37669 1.53990 0.3 0.1 0.0
H -2.54487 1.34445 1.48208 -0.2 0.0 0.0
H -0.29753 4.01946 -0.23658 -0.1 0.2 0.0
H 3.50489 -2.06157 0.92981 -0.2 0.1 -0.2
```
Forces are in eV/Å.

=====

[4]
Molecular formula: C14H47NO9
Method: DFT, ωB97M-V/def2-TZVPD

Results
**HOMO-LUMO gap**: 9.33 eV
**Energy above the lowest of the compared OMol25 structures with the same formula, charge and spin**: 29.0 kcal per mole
**HOMO energy**: -9.33 eV
**E_LUMO**: 0.00 eV

XYZ file:
```
71
Properties=species:S:1:pos:R:3:forces:R:3
O 4.20644 -2.29593 1.89172 2.1 0.3 0.5
O -1.04629 -1.88218 -1.47571 -0.1 0.1 -0.1
O -5.56576 0.05831 -2.72020 0.5 0.3 -0.1
O 4.33019 0.11966 2.82224 -1.6 0.6 2.8
O 0.85276 1.81655 -1.65984 0.2 0.0 0.3
O 0.69044 -0.40405 0.00724 0.3 0.0 0.7
O -2.31805 1.59663 1.67745 0.6 0.5 0.3
O -0.89298 -0.87051 2.08349 -1.1 0.4 -0.5
O 3.11647 0.78640 -2.85007 0.8 -0.5 -0.3
N -2.30295 1.18528 -1.27173 1.4 -0.6 -0.9
C -3.72004 1.14422 -1.48540 -1.1 -0.4 -1.6
C 5.04801 0.76094 1.86406 -0.4 -0.3 -2.1
C -1.34221 2.58901 2.05147 -1.6 -0.1 -0.5
C -1.82474 3.88460 1.43415 1.5 0.1 0.1
C 2.74673 -1.57192 -3.29245 0.5 0.1 -0.8
C -1.15709 -1.60695 4.29551 0.4 -1.2 0.7
C -4.16612 2.59564 -1.58985 -0.6 0.0 0.6
C 4.15989 1.49355 0.81524 0.3 0.2 -0.3
C -4.16190 0.29331 -2.81043 0.1 1.0 1.4
C -6.14971 -0.63163 -3.82113 0.3 0.9 0.4
C 2.99940 -2.57599 1.30313 -0.9 -0.7 0.0
C 3.33387 -0.53959 -2.36754 -0.6 0.4 1.0
C -0.17670 -1.09712 3.24499 -0.7 0.0 1.7
C 2.52286 -3.90246 1.87175 -1.2 0.4 -0.8
H -5.24553 2.64734 -1.73239 0.1 0.2 -0.4
H -3.96609 3.12339 -0.65735 -0.1 -0.3 0.4
H 0.74493 0.49426 -0.31879 0.5 0.5 -0.2
H 2.85394 -2.60011 -2.94684 -0.2 0.0 0.3
H 2.26796 1.07702 -2.50775 -0.2 0.1 0.0
H 2.36434 -1.71860 1.52600 -0.3 -0.2 -0.2
H 4.02994 -0.76036 2.58346 0.6 0.0 -0.4
H -0.29657 -0.55737 1.39950 0.7 0.0 -0.7
H 0.60695 -1.83428 3.07007 0.1 -0.1 0.2
H -1.64803 -2.31710 -0.87157 -0.2 -0.1 0.4
H -0.91184 -2.51721 -2.17919 0.2 -0.1 -0.3
H -0.36771 2.27772 1.67523 0.2 0.2 0.0
H -3.66789 -0.66834 -2.94930 0.4 -0.2 0.5
H -7.21114 -0.64501 -3.57354 0.1 -0.5 -0.2
H 4.74896 1.84338 -0.03254 0.4 0.4 0.2
H 2.13531 -3.84107 2.88867 0.4 0.1 0.1
H -3.57710 3.19024 -2.28815 -0.2 -0.4 -0.6
H -2.80663 4.20602 1.78154 0.1 -0.2 -0.1
H -4.17994 0.64961 -0.62985 -0.5 0.0 0.0
H 3.26795 -1.53671 -4.24910 0.1 0.1 -0.1
H 2.83882 -0.61064 -1.39905 -0.1 -0.2 0.2
H -5.69575 -1.60932 -3.98281 -0.2 -0.3 0.2
H -1.05540 4.59463 1.73757 -0.3 0.6 0.0
H -1.29072 2.71085 3.13342 0.0 -0.2 0.2
H 3.39194 0.93949 0.27545 0.0 -0.9 0.5
H 0.09866 -0.84509 -0.60229 -0.3 -0.6 -0.5
H -2.14595 1.51307 -0.32940 -0.1 -0.1 0.4
H 0.99809 2.72758 -1.40462 0.2 0.3 0.0
H -6.01748 -0.07102 -4.74651 0.0 0.2 -0.2
H -2.10365 -1.10305 4.49097 0.1 0.5 -0.8
H -1.37654 -2.65342 4.08376 -0.3 -0.1 -0.1
H 1.67239 -4.18202 1.24993 -0.1 -0.6 0.0
H -1.97716 0.23147 -1.33662 0.4 -0.2 0.2
H 5.72924 1.47441 2.32775 0.0 0.0 0.0
H 3.14065 -2.64497 0.22453 -0.4 0.0 -0.2
H 0.27356 -0.21079 3.69196 0.3 0.4 -0.5
H -3.86183 0.88447 -3.67565 -0.3 0.3 -0.3
H 5.60170 -0.05283 1.39575 0.7 0.4 -0.7
H -0.69615 -1.62106 5.28315 0.4 0.0 0.0
H 3.32221 -4.63880 1.78836 -0.1 -0.1 0.1
H -1.88055 0.76447 1.87161 -0.2 -0.9 0.2
H 3.61214 2.33165 1.24609 0.3 0.2 0.2
H -0.09273 1.69215 -1.57744 -1.1 0.0 -0.4
H -1.75222 3.83842 0.34755 -0.4 0.0 -0.1
H 4.38256 -0.70169 -2.11841 0.2 0.1 -0.5
H 4.84507 -2.91704 1.53398 0.3 0.1 0.3
H 1.71506 -1.29950 -3.51505 -0.2 -0.3 0.2
```
Forces are in eV/Å.

=====

[5]
Molecular formula: C4H9NO
Method: DFT, ωB97M-V/def2-TZVPD

Results
**HOMO-LUMO gap**: 10.12 eV
**Energy above the lowest of the compared OMol25 structures with the same formula, charge and spin**: 65.5 kcal per mole
**HOMO energy**: -9.28 eV
**E_LUMO**: 0.85 eV

XYZ file:
```
15
Properties=species:S:1:pos:R:3:forces:R:3
O -2.72902 -0.04898 0.82795 -0.1 0.0 1.4
N -1.09803 0.39381 -0.66831 5.8 0.6 -0.5
C 1.00770 -1.24330 -0.35298 0.9 2.3 0.0
C 0.31852 -0.14508 0.40730 -4.2 -0.5 -0.3
C 1.21871 1.02877 0.76656 1.2 -0.3 0.0
C -2.32781 0.28364 -0.25677 -2.5 -1.3 -1.6
H -3.07482 0.26827 -1.12946 0.6 0.7 0.6
H 0.46152 -2.08913 -0.38201 -2.1 -2.9 0.2
H 1.88205 -1.44265 0.22312 1.0 -0.3 0.2
H -0.87647 0.78688 -1.64162 -0.6 -1.0 2.2
H 0.65379 1.91803 1.05667 0.1 -0.2 0.0
H 1.25132 -1.07595 -1.38958 0.4 0.7 -0.3
H -0.38403 -0.65535 1.17022 1.4 1.4 -0.8
H 1.61777 1.18689 -0.29238 0.5 0.5 1.8
H 2.07880 0.83416 1.66129 -2.4 0.2 -2.9
```
Forces are in eV/Å.

=====

[6]
Molecular formula: C42H27ClF4GaN6P2
Method: DFT, ωB97M-V/def2-TZVPD

Results
**HOMO-LUMO gap (spin up / spin down)**: 5.44 / 5.44 eV
**Energy above the lowest of the compared OMol25 structures with the same formula, charge and spin**: 59.7 kcal per mole
**Charge**: +3
**HOMO energy (spin up / spin down)**: -16.53 / -16.53 eV
**E_LUMO (spin up / spin down)**: -11.09 / -11.10 eV

XYZ file:
```
83
Properties=species:S:1:pos:R:3:forces:R:3
Ga 0.05291 0.14439 -1.62579 -0.5 -0.4 -0.7
Cl -3.83020 -2.81105 1.32383 0.3 0.4 -0.5
P 1.44686 0.81240 0.59309 3.2 -2.1 -0.2
P 2.38570 -1.37818 -1.25862 0.1 1.3 2.2
F -3.00741 2.56770 1.33888 -0.7 0.3 -1.0
F -5.39442 3.64498 -3.50219 0.8 -0.1 1.2
F -1.71546 1.97047 -0.82956 -0.9 0.8 -0.1
F -6.66444 4.33736 -1.28665 1.3 -0.6 0.3
N -7.96784 4.85911 1.44993 -0.2 0.0 0.0
N -3.48638 3.13794 -5.89025 -0.2 0.0 -0.5
N -4.59871 3.56600 3.71462 0.0 0.0 0.0
N 2.91118 0.01565 -0.18728 -3.0 -0.1 0.0
N -0.46492 1.31639 -3.25530 -2.2 1.4 0.1
N -2.03472 -0.80530 -1.61096 1.1 0.0 -0.6
C -6.90480 4.42643 1.38724 0.0 0.1 -0.2
C -2.92849 2.61366 -0.99256 -0.5 -0.2 1.9
C 4.02985 3.21730 2.68730 -0.1 -0.2 0.1
C 6.10187 -2.82053 -0.52271 0.4 0.1 0.4
C -3.15237 2.91561 -4.81859 0.3 0.0 0.7
C -4.77005 3.46081 -2.32269 -0.7 0.1 0.0
C -3.51137 -2.03446 -0.19193 -0.3 0.1 -0.8
C 1.43134 3.31862 1.72268 -0.6 0.0 -0.5
C 3.68294 1.01602 -1.01601 -0.4 0.0 -0.3
C 3.25189 4.33907 2.94079 -0.4 0.0 -0.3
C -4.48693 -2.04333 -1.21555 0.2 0.1 0.8
C 4.94226 -2.08940 -0.39943 -0.4 0.4 0.2
C -2.93455 -0.89311 -2.61220 0.0 0.3 0.1
C 0.11237 -1.69487 4.17477 0.3 -0.5 0.4
C -0.30492 -4.83888 0.13729 -0.6 0.3 -0.4
C -0.78905 -0.95249 3.44420 -0.9 0.2 -0.1
C -2.28872 -1.40772 -0.45578 -0.7 -0.6 1.1
C 2.20565 2.19345 1.47800 -0.2 0.7 -0.3
C 6.30194 -3.67031 -1.60495 0.0 0.0 0.3
C -4.19012 -1.46273 -2.44240 0.4 0.1 0.3
C -2.65580 2.63066 -3.50145 -2.1 0.7 1.0
C -4.90927 3.53801 0.16602 -1.0 0.4 1.4
C 0.97172 -0.27475 1.96707 -0.6 0.3 -0.7
C 1.58463 -3.41026 0.62071 0.3 0.3 0.3
C 1.45521 -1.72366 3.81002 -0.2 0.3 -0.4
C 4.15781 -3.04004 -2.49535 -0.4 0.0 0.2
C 3.95414 -2.23192 -1.37594 0.1 0.4 -1.2
C -5.45699 3.78008 -1.16572 -0.2 0.1 -0.8
C 0.29585 -3.10513 -1.39416 0.1 1.1 -0.1
C 1.89207 -0.99606 2.70984 0.4 -0.1 0.0
C -3.43641 2.89080 -2.29931 1.0 -0.2 -1.4
C 1.32345 -2.67923 -0.53863 0.1 0.3 -0.4
C 3.50982 2.14170 1.99506 0.0 -0.6 -0.4
C -5.59534 3.88643 1.36489 1.1 -0.5 -1.9
C 5.32661 -3.77382 -2.57491 -0.2 -0.3 -0.7
C -1.44582 1.96379 -3.44890 2.8 -2.1 1.3
C 0.72054 -4.43648 0.97422 0.6 -0.1 0.5
C -5.02216 3.71020 2.65554 0.1 -0.1 0.1
C -3.61536 2.89216 0.18479 1.4 -0.3 -1.0
C -0.36706 -0.23092 2.34163 -0.1 0.2 -0.4
C -0.53520 -4.14154 -1.05229 -0.1 -0.7 0.4
C 1.95128 4.38142 2.44374 -0.1 0.1 0.3
H 4.12678 1.25878 1.85314 -0.1 0.1 0.0
H 4.77828 -1.41245 0.43995 0.2 -0.3 -0.2
H -1.06043 0.38526 1.75594 0.0 -0.3 0.3
H 0.14305 -2.58563 -2.33889 -0.1 -0.1 0.0
H -1.84596 -0.93852 3.70732 0.3 0.0 0.1
H 4.48239 0.51163 -1.57035 -0.2 0.0 0.2
H 3.01506 1.52426 -1.74196 0.3 -0.2 0.2
H -5.45847 -2.49460 -1.01327 0.2 0.1 -0.1
H 0.86911 -4.93175 1.93083 0.0 -0.1 -0.2
H 7.19905 -4.27402 -1.67149 0.0 0.1 0.0
H -1.49575 -1.44732 0.28413 -0.1 0.1 0.1
H 2.15425 -2.32089 4.35980 0.3 -0.1 0.3
H -0.22140 -2.28385 5.03076 0.1 0.2 -0.2
H -4.91398 -1.43456 -3.25116 0.2 -0.2 0.1
H -2.63685 -0.51591 -3.57539 0.1 0.3 -0.1
H -0.94318 -5.67623 0.41279 0.1 0.2 0.0
H 1.30766 5.22794 2.63294 0.1 0.1 0.0
H 2.44963 -3.15997 1.25099 -0.5 -0.2 -0.3
H 3.37551 -3.09932 -3.25938 0.4 -0.1 0.1
H 5.46997 -4.43081 -3.42161 0.1 0.0 0.0
H 3.65615 5.16633 3.51135 -0.1 0.0 -0.1
H 5.04671 3.15360 3.03904 0.1 0.0 0.1
H 2.93587 -0.99310 2.40628 -0.1 -0.1 0.2
H 4.12548 1.78655 -0.38086 -0.1 -0.3 0.0
H 0.40181 3.34536 1.33035 0.5 0.2 0.3
H -1.35494 -4.40270 -1.70345 0.0 -0.2 -0.1
H 6.85958 -2.70054 0.24412 0.0 -0.2 -0.1
```
Forces are in eV/Å.